1.
This record from the OMol25 dataset describes C3H12FNNbO2 as an isolated structure in a non-equilibrium geometry. The level of theory is wB97M-V/def2-TZVPD.

E	-483.280009	Ha
strongest force on any atom	1.3	eV/Å

Geometry as ORCA input:
```
! RIJCOSX wB97M-V def2-TZVPD def2/J DEFGRID3
* xyz -1 1
C 0.23 -1.23 -0.26
C -0.76 -0.09 -0.47
F -0.42 0.90 0.54
Nb -3.06 -0.25 -0.46
H -0.16 -2.19 -0.61
H 0.40 -1.33 0.82
H 1.19 -1.04 -0.75
H -0.51 0.39 -1.43
H -3.99 0.35 -1.88
H -2.65 -1.91 -1.26
H -3.64 -0.60 1.22
H -3.68 1.48 -0.04
H -4.59 -1.24 -0.47
C 2.95 1.34 1.25
N 3.27 0.51 0.06
O 3.13 1.00 -1.04
O 3.64 -0.63 0.27
H 2.64 2.32 0.89
H 2.15 0.84 1.77
H 3.85 1.38 1.86
*
```

2.
This record from the OMol25 dataset describes one molecule with the formula C4H7NO. The level of theory is wB97M-V/def2-TZVPD.

E	-286.561634	Ha
strongest force on any atom	0.6	eV/Å
SMILES	C=C1NCCO1

Geometry as ORCA input:
```
! RIJCOSX wB97M-V def2-TZVPD def2/J DEFGRID3
* xyz 0 1
C 2.15 -0.63 0.08
C 0.83 -0.40 0.09
N 0.31 0.86 -0.03
C -1.08 0.86 -0.40
C -1.44 -0.58 0.02
O -0.20 -1.29 0.18
H 2.66 -1.44 0.58
H 0.93 1.64 0.10
H 2.74 0.09 -0.49
H -1.66 1.60 0.15
H -1.22 1.03 -1.48
H -2.05 -1.09 -0.74
H -1.97 -0.61 0.98
*
```

3.
This record from the OMol25 dataset describes a 2-piece molecular cluster, C11H19BO3 overall in a non-equilibrium geometry. The level of theory is wB97M-V/def2-TZVPD.

E	-681.018399	Ha
strongest force on any atom	3.8	eV/Å
SMILES	CC1(C)C(=C=O)C1(C)C.CC(C)OB=O

Geometry as ORCA input:
```
! RIJCOSX wB97M-V def2-TZVPD def2/J DEFGRID3
* xyz 0 1
B -0.87 -0.93 3.15
C 0.55 0.70 -1.14
C -0.48 0.74 -0.38
C 2.04 0.59 -0.60
C 1.59 1.75 -1.52
C 2.17 0.78 0.89
C 2.83 -0.50 -1.22
C 1.29 3.20 -1.14
C 1.73 1.52 -3.07
C -2.98 -1.67 0.06
C -3.16 -2.97 2.43
C -2.63 -1.75 1.59
O -0.77 -0.28 4.17
O -1.49 0.54 0.19
O -1.28 -1.46 2.03
H 1.40 1.54 1.20
H 3.25 1.04 1.12
H 1.89 -0.07 1.39
H 2.25 -0.90 -2.14
H 2.90 -1.19 -0.47
H 3.74 -0.25 -1.68
H 1.88 3.78 -1.77
H 1.37 3.51 -0.15
H 0.17 3.42 -1.33
H 2.06 2.39 -3.70
H 0.88 1.26 -3.63
H 2.38 0.73 -3.26
H -2.38 -1.89 -0.77
H -3.84 -2.32 0.04
H -3.49 -0.71 -0.02
H -4.12 -3.26 2.14
H -3.15 -2.67 3.42
H -2.52 -3.78 2.26
H -3.23 -0.92 1.89
*
```

4.
This record from the OMol25 dataset describes a 3-piece molecular cluster, C2H9NO2 overall in a non-equilibrium geometry. The level of theory is wB97M-V/def2-TZVPD.

E	-286.787245	Ha
strongest force on any atom	2.0	eV/Å
SMILES	C=NC.O.O

Geometry as ORCA input:
```
! RIJCOSX wB97M-V def2-TZVPD def2/J DEFGRID3
* xyz 0 1
C -2.00 1.37 -0.57
C -1.33 -0.63 -1.57
N -1.17 0.18 -0.63
H -2.94 1.16 -0.08
H -2.18 1.82 -1.55
H -1.52 2.10 0.09
H -0.94 -1.65 -1.48
H -1.65 -0.39 -2.59
H 3.32 -0.88 1.71
H 4.18 -2.07 2.09
O 3.93 -1.53 1.33
H 1.24 -0.13 0.52
H 0.05 0.30 1.40
O 1.01 0.35 1.32
*
```

5.
This record from the OMol25 dataset describes C22H11N3O6PdS2 as an isolated structure in a non-equilibrium geometry. The level of theory is wB97M-V/def2-TZVPD.

E	-2384.862314	Ha
strongest force on any atom	1.9	eV/Å

Geometry as ORCA input:
```
! RIJCOSX wB97M-V def2-TZVPD def2/J DEFGRID3
* xyz 0 1
Pd 1.00 -0.93 2.03
S -2.14 -1.61 2.77
C -2.16 -1.45 4.37
C -3.39 -1.20 5.07
N -4.38 -1.00 5.63
C -0.93 -1.59 5.23
S 0.58 -1.64 4.67
C -1.16 -1.69 6.64
N -1.35 -1.77 7.78
O 4.83 -1.19 3.16
C 3.79 -1.03 2.58
O 2.62 -1.35 3.05
C 3.75 -0.42 1.19
C 4.97 -0.26 0.52
C 4.96 0.20 -0.76
C 3.72 0.55 -1.34
C 3.65 1.06 -2.66
C 2.46 1.46 -3.19
C 1.29 1.40 -2.40
C 1.33 0.90 -1.13
C 2.54 0.42 -0.58
N 2.57 -0.13 0.68
H 5.87 -0.53 1.05
H 5.87 0.31 -1.33
H 4.57 1.13 -3.24
H 2.41 1.85 -4.20
H 0.35 1.76 -2.79
H 0.46 0.92 -0.50
O -0.39 -1.97 0.12
C -0.88 -0.84 0.12
O -0.57 0.02 1.04
C -1.86 -0.41 -0.91
C -2.27 -1.32 -1.87
C -3.18 -0.96 -2.88
C -3.62 0.34 -2.87
O -4.51 0.93 -3.71
C -4.50 2.32 -3.38
O -3.84 2.45 -2.12
C -3.21 1.25 -1.91
C -2.33 0.92 -0.92
H -1.87 -2.32 -1.83
H -3.51 -1.67 -3.63
H -5.53 2.67 -3.28
H -3.95 2.87 -4.14
H -2.02 1.62 -0.16
*
```

6.
This record from the OMol25 dataset describes C19H33F3NO6P2SV as an isolated structure in a non-equilibrium geometry. The level of theory is wB97M-V/def2-TZVPD.

<S²>	3.7575
E	-3574.576970	Ha
strongest force on any atom	1.0	eV/Å

Geometry as ORCA input:
```
! RIJCOSX wB97M-V def2-TZVPD def2/J DEFGRID3
* xyz 1 4
V -1.01 0.67 1.22
C 3.28 3.59 -1.72
C 2.13 2.88 -1.06
C 0.77 3.38 -1.49
O 2.27 1.45 -1.43
P 1.52 0.30 -0.70
O 1.00 0.75 0.65
C 0.21 -0.26 -1.81
P -1.02 -1.28 -0.99
O -2.03 -0.40 -0.31
O -0.18 -2.09 0.05
C -0.63 -3.09 1.05
C -0.61 -2.42 2.40
C -1.98 -3.69 0.70
O -1.71 -2.20 -2.02
C -1.18 -3.20 -2.97
C -1.16 -2.58 -4.35
C 0.16 -3.76 -2.54
O 2.48 -0.92 -0.68
C 3.70 -0.90 0.17
C 4.82 -1.42 -0.69
C 3.41 -1.72 1.40
H 3.26 4.65 -1.45
H 3.20 3.52 -2.81
H 4.23 3.17 -1.41
H 2.22 2.93 0.03
H 0.63 3.25 -2.56
H 0.68 4.44 -1.26
H -0.04 2.87 -0.95
H 0.67 -0.72 -2.69
H -0.33 0.63 -2.15
H 0.15 -3.85 0.99
H -1.42 -1.69 2.49
H 0.35 -1.93 2.58
H -0.77 -3.16 3.18
H -2.76 -2.93 0.69
H -2.22 -4.42 1.48
H -1.97 -4.21 -0.25
H -1.94 -3.98 -2.93
H -0.38 -1.82 -4.44
H -2.12 -2.12 -4.58
H -0.97 -3.35 -5.09
H 0.94 -3.00 -2.51
H 0.45 -4.51 -3.27
H 0.11 -4.24 -1.56
H 3.89 0.15 0.44
H 4.62 -2.44 -1.00
H 5.75 -1.41 -0.11
H 4.96 -0.80 -1.57
H 3.17 -2.75 1.12
H 2.57 -1.29 1.96
H 4.28 -1.73 2.05
F -1.97 3.89 5.40
C -3.17 3.52 4.95
F -4.06 4.44 5.36
F -3.49 2.37 5.55
C -3.18 3.39 3.44
C -4.02 4.17 2.67
C -4.03 4.05 1.29
C -3.18 3.12 0.72
N -2.36 2.37 1.46
C -2.33 2.47 2.81
S -1.18 1.39 3.54
H -4.67 4.88 3.16
H -4.68 4.65 0.67
H -3.14 2.96 -0.35
*
```

7.
This record from the OMol25 dataset describes a 12-piece molecular cluster, C3H32NO11 overall in a non-equilibrium geometry. The level of theory is wB97M-V/def2-TZVPD.

E	-1015.671464	Ha
strongest force on any atom	3.3	eV/Å

Geometry as ORCA input:
```
! RIJCOSX wB97M-V def2-TZVPD def2/J DEFGRID3
* xyz 1 1
C 0.80 -1.56 -0.73
C 0.02 -2.47 -1.65
C 0.59 -3.90 -1.59
N 0.54 -0.13 -1.05
H 0.56 -1.75 0.32
H 1.89 -1.57 -0.70
H 0.24 -2.16 -2.68
H -1.00 -2.27 -1.32
H 1.50 -4.15 -2.13
H 0.58 -4.19 -0.54
H -0.23 -4.55 -1.93
H 0.98 0.30 -1.88
H -0.44 0.12 -1.21
H 0.85 0.48 -0.26
H -2.74 -2.68 0.88
H -1.95 -1.70 1.86
O -2.29 -1.85 0.96
H 0.36 3.03 1.34
H 1.42 4.06 1.81
O 1.30 3.32 1.22
H -2.05 2.15 -2.37
H -0.79 2.52 -2.95
O -1.24 2.61 -2.10
H -2.74 1.42 2.46
H -3.87 0.46 2.35
O -3.47 1.06 2.99
H -1.77 3.30 1.13
H -1.69 1.70 0.62
O -1.32 2.46 1.09
H 2.88 -3.81 0.48
H 3.42 -2.93 1.60
O 2.68 -3.02 0.99
H 2.32 2.31 0.04
H 3.80 2.25 -0.43
O 2.95 1.86 -0.56
H 2.24 0.14 1.42
H 1.31 1.47 1.32
O 1.37 0.51 1.54
H -0.84 0.05 3.38
H 0.08 -0.51 2.20
O -0.82 -0.45 2.55
H -3.05 -0.74 -0.35
H -3.56 -0.13 -1.66
O -3.34 0.10 -0.75
H 2.47 -0.49 -3.90
H 2.92 0.97 -3.87
O 2.32 0.33 -3.43
*
```

8.
This record from the OMol25 dataset describes an isolated ion of composition C5H7ClN5 and charge +1 in a non-equilibrium geometry. The level of theory is wB97M-V/def2-TZVPD.

E	-928.340194	Ha
strongest force on any atom	3.6	eV/Å
SMILES	NC/[NH+]=C/C=C1/N=NC(Cl)=N1

Geometry as ORCA input:
```
! RIJCOSX wB97M-V def2-TZVPD def2/J DEFGRID3
* xyz 1 1
C 0.12 1.62 1.03
C -1.28 1.39 2.59
C 0.88 1.55 -0.11
C 0.80 0.49 -1.08
C 0.10 -1.76 -1.81
N 0.13 2.79 1.81
N -0.68 2.62 2.77
N -0.80 0.74 1.57
N 0.00 -0.55 -1.02
N 0.46 -2.80 -0.97
Cl -2.36 0.66 3.62
H 1.30 2.57 -0.34
H 1.34 0.76 -1.98
H 0.84 -1.81 -2.59
H -0.97 -1.86 -2.27
H 1.18 -2.47 -0.35
H -0.76 -0.66 -0.36
H -0.29 -3.27 -0.51
*
```

Question: The highest E belongs to which entry?
Answer: C4H7NO